[1]
65
Properties=species:S:1:pos:R:3:mulliken_spin:R:1 method="wB97M-V/def2-TZVPD" lumo_energy_ev="0.06 / 0.06" spin_multiplicity=5 homo_energy_ev="-7.99 / -8.01" charge=0 e_above_lowest_kj_mol=0.0
Pm 0.037 0.950 -0.516 4.02
Cl 3.185 2.695 6.049 0.00
C 2.308 2.653 4.560 0.00
C 2.461 1.561 3.722 0.00
C 1.723 1.513 2.558 0.00
Cl 1.853 0.157 1.482 0.00
C 0.827 2.526 2.140 0.00
O 0.152 2.442 1.052 0.00
C 0.740 3.623 3.037 0.00
Cl -0.326 4.903 2.598 0.00
C 1.451 3.690 4.217 0.00
H 3.147 0.769 3.972 0.00
H 1.337 4.544 4.864 0.00
B -2.072 1.337 -2.654 0.00
N -1.250 2.645 -2.753 0.00
C -1.535 3.776 -3.407 0.00
C -0.499 4.667 -3.212 0.00
C 0.399 3.977 -2.401 0.00
N -0.068 2.762 -2.125 0.00
N -2.938 1.467 -1.385 0.00
C -4.206 1.869 -1.285 0.00
C -4.530 1.963 0.054 0.00
C -3.356 1.606 0.712 0.00
N -2.401 1.301 -0.168 -0.01
H -2.768 1.207 -3.603 0.00
H -1.276 0.423 -2.463 0.00
H -2.437 3.889 -3.976 0.00
H -0.408 5.661 -3.596 0.00
H 1.355 4.303 -2.034 0.00
H -4.800 2.056 -2.156 0.00
H -5.466 2.253 0.485 0.00
H -3.182 1.557 1.771 0.00
N -1.154 -0.830 1.352 0.00
C -1.700 -1.919 0.538 0.00
C -1.842 -3.256 1.295 0.00
C -0.545 -3.833 1.888 0.00
C 0.116 -4.952 1.067 0.00
N 0.593 -4.547 -0.238 0.00
C 1.592 -3.691 -0.474 0.00
N 2.494 -3.356 0.450 0.00
N 1.785 -3.270 -1.720 0.00
C -0.863 -2.064 -0.769 0.00
O -1.128 -2.995 -1.530 0.00
O 0.056 -1.215 -0.934 -0.01
H -0.373 -1.182 1.905 0.00
H -1.860 -0.519 2.016 0.00
H -2.700 -1.613 0.206 0.00
H -2.292 -3.970 0.606 0.00
H -2.549 -3.092 2.112 0.00
H -0.763 -4.262 2.867 0.00
H 0.188 -3.039 2.037 0.00
H -0.602 -5.754 0.892 0.00
H 0.947 -5.378 1.639 0.00
H -0.121 -4.534 -0.965 0.00
H 2.449 -3.698 1.394 0.00
H 3.079 -2.556 0.240 0.00
H 0.978 -3.240 -2.333 0.00
H 2.455 -2.510 -1.823 0.00
F 3.560 1.124 -3.785 0.00
C 3.827 0.110 -2.964 0.00
F 3.662 -1.027 -3.673 0.00
F 5.135 0.170 -2.663 0.00
C 2.914 0.067 -1.679 0.00
O 3.052 -0.947 -0.992 0.00
O 2.158 1.029 -1.503 0.00

=====

[2]
21
Properties=species:S:1:pos:R:3:lowdin_charge:R:1 method="wB97M-V/def2-TZVPD" lumo_energy_ev=1.01 smiles="C=NOC.C=CC.O" homo_energy_ev=-9.25 charge=0 e_above_lowest_kj_mol=431.7
C -2.039 -0.382 -0.270 -0.24
C -1.182 -0.110 -1.460 -0.09
C -2.937 0.497 0.231 -0.06
O -0.500 0.569 1.596 -0.15
H 0.359 0.858 1.256 -0.02
H -1.947 -1.368 0.165 0.10
H -3.688 0.170 0.932 0.06
H -0.137 -0.330 -1.249 0.05
H -1.499 -0.747 -2.288 0.08
H -1.263 0.930 -1.776 0.08
H -3.161 1.412 -0.299 0.06
H -1.355 1.055 1.201 0.07
C 1.784 -1.668 0.829 -0.08
C 2.609 1.420 -0.502 0.00
O 2.226 -0.754 -0.170 -0.20
N 2.122 0.553 0.275 -0.06
H 1.770 -2.638 0.336 0.09
H 2.477 -1.683 1.673 0.09
H 0.781 -1.418 1.178 0.06
H 2.529 2.449 -0.190 0.07
H 3.051 1.187 -1.465 0.08

=====

[3]
15
Properties=species:S:1:pos:R:3:lowdin_charge:R:1 method="wB97M-V/def2-TZVPD" lumo_energy_ev=4.00 homo_energy_ev=-2.84 charge=-1 e_above_lowest_kj_mol=376.4
C 0.303 -1.187 -0.056 -0.10
C -0.265 0.513 1.678 -0.08
C -0.644 -0.548 -1.018 -0.22
C 0.447 1.664 -0.884 -0.22
N -0.067 -0.738 1.430 -0.44
O -0.135 -1.698 2.290 -0.27
O -0.279 0.699 -1.709 -0.15
F 1.865 1.484 -1.057 -0.10
H 0.119 -2.241 0.116 0.09
H 1.372 -1.134 -0.327 0.12
H 0.189 1.473 0.206 0.02
H -0.487 0.675 2.866 0.04
H -0.960 -1.198 -1.882 0.12
H -1.590 -0.438 -0.496 0.10
H 0.132 2.675 -1.156 0.10

=====

[4]
27
Properties=species:S:1:pos:R:3:lowdin_charge:R:1 method="wB97M-V/def2-TZVPD" lumo_energy_ev=0.47 smiles="C[N+](=O)[O-].COC(=O)OC.ClCCCl" homo_energy_ev=-10.89 charge=0
Cl -29.770 11.410 -6.958 0.57
C -28.339 10.421 -6.640 -0.65
C -27.383 11.168 -5.694 -0.69
Cl -28.063 11.333 -4.068 0.55
H -27.794 10.383 -7.583 0.06
H -28.608 9.426 -6.302 0.06
H -27.140 12.079 -6.237 0.06
H -26.452 10.615 -5.587 0.06
C -31.743 8.721 -5.686 0.02
N -32.665 7.548 -5.656 -0.46
O -32.213 6.514 -6.108 0.05
O -33.806 7.704 -5.287 0.07
H -30.912 8.552 -5.007 0.10
H -32.254 9.640 -5.427 0.09
H -31.393 8.724 -6.714 0.08
C -23.192 12.616 -6.452 -0.03
O -23.151 11.547 -7.390 0.02
C -24.262 11.291 -8.050 -0.64
O -25.294 11.883 -7.927 0.12
O -23.985 10.336 -8.919 0.02
C -24.868 10.222 -10.026 -0.03
H -22.251 12.618 -5.906 0.10
H -24.001 12.505 -5.738 0.09
H -23.201 13.555 -7.002 0.10
H -24.491 9.504 -10.747 0.10
H -24.880 11.177 -10.559 0.10
H -25.884 9.989 -9.717 0.09

=====

[5]
20
Properties=species:S:1:pos:R:3:lowdin_charge:R:1 method="wB97M-V/def2-TZVPD" lumo_energy_ev=0.76 smiles=c1ccc(-c2ccccn2)nc1 homo_energy_ev=-9.35 charge=0 e_above_lowest_kj_mol=271.0
C -2.808 -0.902 0.696 -0.03
C -3.456 0.047 -0.154 0.00
C -2.641 0.938 -0.827 -0.26
C -0.770 -0.089 -0.133 -0.19
C -1.442 -0.970 0.641 -0.03
C 0.728 -0.045 -0.161 -0.25
C 1.396 0.990 0.596 -0.03
C 2.792 0.934 0.627 -0.09
C 3.474 -0.071 -0.126 -0.10
C 2.741 -0.950 -0.837 -0.13
H -3.331 -1.482 1.143 0.00
H -4.527 0.047 -0.220 0.10
H -3.048 1.641 -1.569 0.12
H -1.027 -1.932 1.123 0.15
H 0.886 1.798 1.128 0.11
H 3.334 1.997 1.077 0.17
H 4.654 -0.138 -0.015 0.14
H 3.130 -1.721 -1.342 0.06
N -1.445 0.909 -0.843 0.12
N 1.359 -1.003 -0.804 0.13

=====

[6]
16
Properties=species:S:1:pos:R:3:lowdin_charge:R:1 method="wB97M-V/def2-TZVPD" lumo_energy_ev=4.10 homo_energy_ev=-2.79 charge=-1 e_above_lowest_kj_mol=536.2
C -0.210 0.940 1.336 -0.09
C -1.331 0.281 -0.781 -0.10
C -0.059 0.699 0.030 -0.59
N 3.590 1.480 -0.248 0.14
N 1.182 0.625 -0.576 -0.02
N 3.181 0.433 -0.282 -0.40
O 1.554 -2.416 1.120 -0.11
O 3.369 -0.758 -0.342 -0.06
H -1.284 0.760 1.689 0.04
H 0.599 1.266 1.972 0.02
H 0.800 -1.799 1.095 0.01
H -1.153 -0.733 -0.929 0.02
H -1.420 0.748 -1.861 0.09
H -2.292 0.684 -0.371 0.06
H 1.192 0.245 -1.540 0.03
H 2.138 -1.847 0.578 -0.02

=====

[7]
9
Properties=species:S:1:pos:R:3:mulliken_spin:R:1 method="wB97M-V/def2-TZVPD" lumo_energy_ev="0.99 / -1.13" spin_multiplicity=3 homo_energy_ev="-8.26 / -11.81" charge=0 e_above_lowest_kj_mol=10.3
C -0.090 -0.602 0.170 0.17
C 0.640 0.674 -0.607 0.00
N -1.367 -0.763 1.060 0.97
O -2.168 0.140 1.060 0.83
F 1.537 1.199 0.333 0.00
H -0.177 -1.460 -0.597 0.02
H 0.664 -0.805 0.903 0.01
H 1.131 0.228 -1.434 0.01
H -0.170 1.389 -0.888 0.00

=====

[8]
14
Properties=species:S:1:pos:R:3:mulliken_spin:R:1 method="wB97M-V/def2-TZVPD" lumo_energy_ev="3.65 / 3.62" spin_multiplicity=2 homo_energy_ev="-0.64 / -2.81" charge=-1 e_above_lowest_kj_mol=90.1
C 1.234 1.048 -2.390 -0.04
N 1.927 2.271 -2.008 0.00
H 1.507 0.641 -3.373 0.00
H 0.171 1.143 -2.314 0.00
H 1.480 0.188 -1.754 0.03
H 2.804 2.399 -2.480 0.00
H 1.348 3.041 -2.286 0.00
C -2.211 -1.760 3.269 -0.01
S -2.205 -0.972 1.600 0.43
S -0.062 -0.981 1.064 0.40
H -2.544 -1.000 3.979 0.01
H -1.184 -1.971 3.575 0.01
H -2.840 -2.650 3.253 0.01
H 0.574 -1.398 -0.135 0.17

=====

[9]
56
Properties=species:S:1:pos:R:3:lowdin_charge:R:1 method="wB97M-V/def2-TZVPD" lumo_energy_ev=0.32 smiles="CCOC(=O)c1c(NC(C)=O)sc2c(OC[C@H](O)CNC(C)(C)C)c(Br)ccc12" homo_energy_ev=-7.88 charge=0 e_above_lowest_kj_mol=10.6
C -5.756 -3.902 1.050 -0.06
C -4.292 -4.137 0.734 -0.21
H -4.169 -4.832 -0.105 0.13
H -3.756 -4.549 1.597 0.13
O -3.704 -2.884 0.383 0.00
C -2.428 -2.911 0.005 -0.42
O -1.783 -3.951 -0.037 0.08
C -1.873 -1.615 -0.360 -0.08
C -0.569 -1.533 -0.802 -0.40
N 0.295 -2.583 -0.920 0.11
C 1.570 -2.413 -1.370 -0.51
O 1.971 -1.311 -1.691 -0.03
C 2.385 -3.672 -1.417 0.02
H 3.381 -3.448 -1.789 0.09
H 2.457 -4.101 -0.420 0.09
H 1.907 -4.399 -2.070 0.09
H -0.110 -3.484 -0.642 0.13
S -0.061 0.055 -1.226 1.20
C -1.637 0.695 -0.775 -0.31
C -2.050 2.028 -0.828 -0.32
C -3.366 2.290 -0.445 -0.59
C -4.238 1.299 -0.026 -0.11
C -3.815 -0.010 0.035 -0.02
C -2.510 -0.325 -0.340 -0.17
H -4.482 -0.785 0.368 0.10
H -5.244 1.567 0.258 0.10
Br -3.943 4.090 -0.525 0.80
O -1.355 3.104 -1.261 -0.10
C 0.053 3.151 -1.222 -0.15
H 0.287 4.137 -1.639 0.14
C 0.610 3.055 0.210 -0.37
O -0.117 3.883 1.085 0.00
H -0.147 4.778 0.724 0.10
C 2.117 3.401 0.221 -0.16
N 3.009 2.401 -0.319 0.00
H 2.571 1.895 -1.079 0.10
C 3.669 1.458 0.581 -0.63
C 4.469 0.512 -0.320 -0.04
H 5.137 1.087 -0.955 0.08
H 5.058 -0.178 0.278 0.08
H 3.796 -0.062 -0.953 0.05
C 4.639 2.228 1.485 -0.05
H 5.301 1.535 1.996 0.08
H 4.110 2.805 2.239 0.07
H 5.236 2.907 0.882 0.09
C 2.701 0.629 1.440 -0.04
H 2.111 1.267 2.094 0.08
H 3.259 -0.069 2.059 0.08
H 2.031 0.060 0.798 0.05
H 2.397 3.617 1.253 0.12
H 2.258 4.326 -0.358 0.12
H 0.460 2.044 0.600 0.11
H 0.503 2.387 -1.865 0.09
H -6.226 -4.844 1.318 0.08
H -5.854 -3.208 1.881 0.08
H -6.264 -3.485 0.185 0.08

=====

[10]
123
Properties=species:S:1:pos:R:3:mulliken_spin:R:1 method="wB97M-V/def2-TZVPD" lumo_energy_ev="0.29 / -0.21" spin_multiplicity=3 homo_energy_ev="-8.27 / -8.27" charge=0
C 0.041 5.519 4.104 0.00
C -0.383 4.531 2.819 0.00
O 0.577 4.470 1.870 0.00
N -1.659 3.805 2.905 0.00
C -2.791 4.505 3.589 0.00
C -1.682 2.324 2.925 0.00
C -0.338 1.503 3.265 0.00
C 0.609 1.970 4.514 0.00
F 1.941 2.385 3.964 0.00
O -2.889 1.982 3.720 0.00
C -2.707 1.194 4.893 0.00
S -4.237 1.613 5.982 0.00
C -2.872 -0.460 4.694 0.00
C -4.464 -0.750 4.272 0.00
N -4.526 -1.993 3.358 0.00
C -2.206 1.826 1.400 0.00
N -2.084 0.331 1.441 0.00
C -1.507 -0.353 0.263 0.00
O -1.657 -1.828 0.524 0.00
C -0.348 -2.464 0.707 0.00
C 0.301 -3.352 -0.554 0.00
C 1.760 -4.152 -0.410 0.00
C 2.655 -4.140 1.002 -0.01
C 2.020 -3.238 2.231 0.00
C 0.557 -2.439 2.086 0.00
P -4.155 2.014 1.385 0.00
C -4.740 3.608 0.564 0.00
O -4.847 0.720 0.382 0.00
S -1.549 2.721 -0.051 0.00
C 0.221 2.416 -0.569 0.00
O -2.425 2.299 -1.301 0.00
O -1.714 4.282 -0.074 0.00
H -0.729 6.427 4.172 0.00
H 1.098 6.003 3.918 0.00
H -0.007 4.969 5.136 0.00
H -3.869 4.303 3.116 0.00
H -2.827 4.364 4.774 0.00
H -2.649 5.682 3.444 0.00
H 0.361 1.543 2.297 0.00
H -0.477 0.333 3.466 0.00
H 0.848 1.061 5.247 0.00
H 0.110 2.794 5.195 0.00
H -1.829 1.436 5.619 0.00
H -4.954 2.672 5.344 0.00
H -2.677 -1.004 5.729 0.00
H -2.237 -0.888 3.814 0.00
H -4.911 0.126 3.602 0.00
H -5.137 -1.017 5.196 0.00
H -3.658 -2.565 3.452 0.00
H -4.679 -1.640 2.389 0.00
H -2.899 -0.152 1.876 0.00
H -0.326 -0.207 0.173 0.00
H -2.056 -0.202 -0.770 0.00
H -0.263 -3.461 -1.596 -0.01
H 2.225 -4.808 -1.285 0.00
H 3.669 -4.732 1.115 0.00
H 2.654 -3.229 3.240 0.00
H 0.188 -1.851 3.028 0.00
H -4.127 4.559 0.925 0.00
H -4.790 3.588 -0.614 0.00
H -5.862 3.808 0.922 0.00
H -5.197 1.166 -0.446 0.00
H 0.734 3.399 -1.002 0.00
H 0.195 1.656 -1.477 0.00
H 0.923 1.954 0.240 0.00
C -3.784 -0.290 -4.529 0.02
C -2.416 -0.978 -4.806 0.04
C -1.925 -0.665 -6.248 0.02
C -2.599 -1.482 -7.345 -0.02
C -2.587 -2.970 -7.012 0.02
C -3.196 -3.266 -5.618 0.03
N -2.558 -2.447 -4.534 0.28
O -1.274 -2.971 -4.302 0.65
C -4.727 -3.008 -5.672 0.01
C -3.098 -4.800 -5.337 -0.01
C -1.426 -0.262 -3.824 -0.05
H -4.418 -0.894 -3.874 -0.01
H -3.668 0.672 -4.013 0.00
H -4.338 -0.077 -5.448 0.00
H -0.844 -0.848 -6.316 0.00
H -2.065 0.402 -6.468 0.00
H -3.624 -1.132 -7.505 0.00
H -2.074 -1.318 -8.294 0.00
H -3.132 -3.517 -7.790 0.00
H -1.551 -3.334 -7.058 0.00
H -5.186 -3.164 -4.686 0.00
H -5.215 -3.695 -6.371 0.00
H -4.995 -2.010 -6.013 0.00
H -2.071 -5.176 -5.375 0.00
H -3.662 -5.371 -6.085 0.00
H -3.518 -5.045 -4.354 0.00
H -1.689 -0.457 -2.777 0.02
H -1.447 0.825 -3.975 0.00
H -0.385 -0.566 -3.982 0.00
C 7.600 -1.540 1.646 0.01
C 6.709 -1.550 0.369 0.02
C 7.427 -0.830 -0.807 0.02
C 7.385 0.693 -0.747 -0.02
C 5.966 1.197 -0.504 0.02
C 5.319 0.554 0.748 0.06
N 5.379 -0.945 0.711 0.26
O 4.444 -1.387 -0.241 0.66
C 6.027 1.101 2.019 0.01
C 3.857 1.085 0.893 -0.04
C 6.616 -3.066 -0.015 -0.01
H 7.001 -1.460 2.559 -0.01
H 8.176 -2.467 1.758 0.00
H 8.331 -0.726 1.639 0.00
H 6.970 -1.136 -1.758 0.00
H 8.476 -1.151 -0.859 0.00
H 8.062 1.063 0.031 0.00
H 7.759 1.104 -1.692 0.00
H 5.985 2.289 -0.405 0.00
H 5.359 0.986 -1.395 0.00
H 5.623 0.631 2.926 -0.01
H 5.875 2.181 2.117 0.00
H 7.106 0.959 2.019 0.00
H 3.238 0.877 0.014 0.00
H 3.847 2.174 1.025 0.00
H 3.366 0.646 1.770 0.00
H 6.095 -3.645 0.758 0.00
H 7.618 -3.499 -0.134 0.00
H 6.105 -3.227 -0.971 0.00

=====

[11]
11
Properties=species:S:1:pos:R:3:lowdin_charge:R:1 method="wB97M-V/def2-TZVPD" lumo_energy_ev=0.78 smiles="O=CCCO" homo_energy_ev=-9.94 charge=0 e_above_lowest_kj_mol=118.0
O 0.701 -0.977 -1.465 -0.07
C 0.451 0.299 -0.904 -0.27
C -0.723 0.268 0.079 -0.14
C -0.324 -0.081 1.491 -0.27
O -0.906 0.295 2.479 0.05
H 1.350 -1.437 -0.924 0.08
H 0.208 0.965 -1.737 0.12
H 1.356 0.702 -0.425 0.12
H -1.406 -0.511 -0.281 0.13
H -1.281 1.210 0.103 0.12
H 0.575 -0.733 1.585 0.13

=====

[12]
67
Properties=species:S:1:pos:R:3:mulliken_spin:R:1 method="wB97M-V/def2-TZVPD" lumo_energy_ev="-10.40 / -12.44" spin_multiplicity=6 homo_energy_ev="-16.54 / -17.22" charge=+3 e_above_lowest_kj_mol=19.1
Ru 0.137 0.157 -1.658 2.97
P 1.503 0.883 0.021 -0.13
P -1.546 1.375 -0.830 -0.01
P 0.860 1.564 -3.213 0.01
H -0.369 -3.306 0.568 0.05
C -0.600 -2.359 0.023 0.02
C 0.488 -1.947 -0.977 0.42
H 1.504 -1.893 -0.535 0.03
C 1.503 0.027 1.640 0.03
C 1.525 2.652 0.516 0.03
C 3.204 0.491 -0.531 0.06
C -3.117 0.559 -1.288 0.06
C -1.757 1.530 0.986 0.01
C -1.791 3.142 -1.300 0.03
C 2.337 0.851 -4.031 0.03
C 1.549 3.208 -2.871 0.05
C -0.464 1.852 -4.442 0.07
H -1.561 -2.508 -0.507 0.01
H 0.464 -2.544 -1.905 -0.02
H 1.501 -1.056 1.481 0.00
H 0.645 0.289 2.269 0.00
H 2.421 0.312 2.172 0.00
H 0.718 2.883 1.221 0.00
H 1.433 3.316 -0.351 -0.01
H 2.483 2.857 1.014 0.00
H 3.183 -0.501 -1.002 -0.01
H 3.871 0.467 0.341 0.01
H 3.568 1.236 -1.249 0.00
H -3.970 1.254 -1.226 0.00
H -3.288 -0.272 -0.588 0.01
H -3.027 0.171 -2.312 0.00
H -2.564 2.240 1.207 0.00
H -0.849 1.916 1.455 0.00
H -2.028 0.567 1.444 0.01
H -2.718 3.539 -0.856 0.00
H -1.858 3.259 -2.389 0.00
H -0.961 3.758 -0.924 0.00
H 2.079 0.393 -5.000 0.00
H 2.805 0.071 -3.409 -0.01
H 3.082 1.656 -4.179 0.00
H 1.837 3.676 -3.827 0.01
H 2.460 3.114 -2.257 0.00
H 0.828 3.856 -2.360 0.01
H -0.376 1.155 -5.292 0.00
H -0.425 2.895 -4.800 0.00
H -1.459 1.672 -4.000 -0.01
C -0.408 -2.402 -4.977 0.16
C -1.579 -2.252 -5.769 0.11
C -1.887 -3.224 -6.721 -0.01
C -1.059 -4.347 -6.872 0.21
C 0.129 -4.462 -6.140 0.01
C 0.480 -3.494 -5.196 0.09
S -0.064 -1.142 -3.916 0.61
H -0.787 -1.534 0.774 0.05
H -2.180 -1.359 -5.572 0.00
H -2.771 -3.138 -7.343 0.00
H -1.356 -5.140 -7.568 0.00
H 0.772 -5.327 -6.313 0.00
H 1.383 -3.520 -4.579 -0.01
N -1.210 -2.930 3.394 0.00
C -1.679 -1.628 3.305 0.00
N -0.961 -0.741 4.128 0.00
O -2.522 -1.278 2.477 0.00
H -0.736 -3.220 4.241 0.00
H -1.804 -3.615 2.949 0.00
H -1.404 0.169 4.198 0.00
H -0.576 -1.138 4.986 0.00

=====

Here are the calculated molecular weight numbers, same order: 775.6 119.2 120.1 250.1 156.2 118.1 77.1 111.2 487.4 826.1 74.1 527.6 (g mol⁻¹).